Molecular formula: C37H32BINO14P
Method: DFT, ωB97M-V with the def2-TZVPD basis set

Results
charge = -2
E_HOMO = -2.24 eV
Kohn-Sham gap = 3.225 eV
calculated total energy = -3201.06443 Eh
molar mass = 883.35 g mol⁻¹
spin multiplicity = 1

Element x y z (Å)
N (5.00, 3.85, -8.74)
P (4.10, 4.75, -7.73)
O (5.21, 5.63, -6.70)
O (3.16, 5.96, -8.60)
B (3.00, 3.66, -6.56)
I (2.63, 5.09, -4.91)
O (3.65, 2.36, -6.26)
C (2.70, 1.39, -5.63)
C (3.23, 1.38, -4.08)
C (2.64, 0.18, -3.14)
C (2.98, 0.63, -1.56)
C (1.99, 1.82, -1.01)
O (2.34, 2.06, 0.42)
C (2.33, 3.50, 0.74)
O (3.28, 4.39, 0.40)
C (1.31, 2.15, -6.04)
C (0.66, 1.08, -7.14)
O (1.52, 0.97, -8.36)
O (1.79, -0.31, -8.55)
C (0.11, 2.37, -4.96)
O (0.14, 2.15, -3.64)
O (-1.18, 2.92, -5.50)
O (1.63, 3.30, -6.96)
H (4.78, 2.84, -8.59)
H (5.55, 4.96, -6.01)
H (2.17, 5.77, -8.56)
H (2.76, 0.31, -6.09)
H (4.41, 1.21, -4.14)
H (3.09, 2.40, -3.51)
H (1.50, -0.06, -3.31)
H (3.23, -0.82, -3.33)
H (3.07, -0.30, -0.84)
H (4.07, 1.10, -1.62)
H (0.86, 1.52, -1.15)
H (2.23, 2.85, -1.56)
H (1.41, 3.90, 1.39)
H (0.56, -0.01, -6.71)
H (-0.40, 1.45, -7.54)
H (2.74, -0.50, -8.28)
C (-2.37, -4.38, 1.74)
C (-3.73, -4.36, 2.05)
C (-4.53, -3.30, 1.60)
C (-3.96, -2.26, 0.86)
C (-2.60, -2.27, 0.57)
C (-1.80, -3.34, 1.00)
C (-1.98, -1.16, -0.18)
O (-0.78, -1.17, -0.43)
C (-2.83, -0.02, -0.60)
C (-2.24, 1.07, -1.25)
C (-3.04, 2.14, -1.66)
C (-4.41, 2.12, -1.43)
C (-5.00, 1.04, -0.78)
C (-4.20, -0.03, -0.35)
C (-4.82, -1.16, 0.38)
O (-6.03, -1.17, 0.59)
H (-1.75, -5.21, 2.07)
H (-4.17, -5.16, 2.63)
H (-5.59, -3.29, 1.85)
H (-0.74, -3.37, 0.76)
H (-1.17, 1.09, -1.44)
H (-2.58, 3.00, -2.17)
H (-5.03, 2.96, -1.76)
H (-6.07, 1.03, -0.59)
C (-2.48, -5.42, 9.07)
C (-1.76, -4.95, 10.17)
C (-0.94, -3.83, 10.05)
C (-0.82, -3.18, 8.82)
C (-1.51, -3.66, 7.71)
C (-2.36, -4.78, 7.84)
C (-1.36, -3.01, 6.39)
O (-1.97, -3.43, 5.42)
C (-0.44, -1.86, 6.26)
C (-0.24, -1.27, 5.01)
C (0.61, -0.17, 4.88)
C (1.25, 0.35, 6.00)
C (1.06, -0.24, 7.25)
C (0.22, -1.35, 7.38)
C (0.04, -1.99, 8.70)
O (0.61, -1.54, 9.69)
H (-3.13, -6.28, 9.17)
H (-1.85, -5.46, 11.13)
H (-0.39, -3.47, 10.92)
H (-2.91, -5.15, 6.98)
H (-0.74, -1.67, 4.13)
H (0.77, 0.28, 3.90)
H (1.91, 1.21, 5.90)
H (1.57, 0.17, 8.12)

Atomic partial charges in e from the Mulliken method, atoms 1 to 2: number 1, N, carries -0.997; number 2, P, carries 0.934

***

Molecular formula: C37H32BrMnN3O8S2
Method: DFT, ωB97M-V with the def2-TZVPD basis set

Results
energy relative to the best compared isomer or geometry (same formula, charge and spin) = 34.32 kcal per mole
charge = +1
E_HOMO (alpha / beta) = -10.41 / -10.40 eV
<S²> = 6.058
Kohn-Sham gap (alpha / beta) = 5.415 / 6.873 eV
calculated total energy = -6716.56400 Eh
molar mass = 845.65 g mol⁻¹
spin multiplicity = 5

Element x y z (Å)
Mn (-0.19, -0.18, -0.45)
O (-6.24, -2.74, -1.75)
C (-6.03, -1.66, -2.33)
O (-6.69, -0.94, -3.08)
C (-4.63, -1.16, -2.00)
C (-3.62, -1.13, -2.96)
C (-2.32, -0.87, -2.57)
N (-2.01, -0.61, -1.30)
C (-3.00, -0.56, -0.38)
C (-4.30, -0.83, -0.68)
C (-2.52, -0.22, 0.99)
O (-3.23, -0.03, 1.94)
O (-1.18, -0.13, 1.06)
H (-3.86, -1.33, -3.99)
H (-1.50, -0.86, -3.28)
H (-5.05, -0.83, 0.10)
O (0.67, -0.16, -2.19)
S (1.82, 0.02, -3.18)
C (2.33, -1.66, -3.63)
C (2.42, -2.68, -2.50)
C (1.09, -3.39, -2.24)
C (1.12, -4.18, -0.92)
S (0.49, -3.25, 0.50)
O (0.87, -1.79, 0.13)
C (-1.26, -3.47, 0.34)
C (-1.95, -3.31, 1.54)
C (-3.33, -3.47, 1.55)
C (-4.00, -3.80, 0.38)
C (-3.30, -3.98, -0.81)
C (-1.93, -3.82, -0.83)
C (3.23, 0.61, -2.29)
C (4.04, 1.51, -2.97)
C (5.17, 2.01, -2.34)
C (5.47, 1.62, -1.04)
C (4.64, 0.73, -0.36)
C (3.52, 0.22, -0.98)
H (3.28, -1.50, -4.15)
H (1.60, -1.96, -4.39)
H (2.77, -2.20, -1.59)
H (3.17, -3.42, -2.76)
H (0.88, -4.08, -3.05)
H (0.27, -2.67, -2.22)
H (2.14, -4.45, -0.65)
H (0.54, -5.10, -0.95)
H (-1.43, -3.05, 2.45)
H (-3.88, -3.32, 2.47)
H (-5.08, -3.89, 0.36)
H (-3.84, -4.22, -1.71)
H (-1.39, -3.97, -1.76)
H (3.78, 1.83, -3.97)
H (5.81, 2.71, -2.86)
H (6.35, 2.01, -0.55)
H (4.88, 0.43, 0.65)
H (2.86, -0.47, -0.46)
C (1.82, 0.76, 1.96)
O (1.10, 1.29, 0.83)
C (0.37, 2.44, 1.10)
C (0.56, 3.27, 2.19)
C (-0.28, 4.37, 2.34)
Br (-0.01, 5.51, 3.81)
C (-1.31, 4.63, 1.46)
C (-1.51, 3.78, 0.37)
C (-0.64, 2.73, 0.19)
O (-0.71, 1.89, -0.91)
C (-2.63, 3.92, -0.57)
N (-2.96, 4.97, -1.24)
C (-4.02, 4.58, -2.06)
C (-4.75, 5.32, -2.98)
C (-5.77, 4.67, -3.65)
C (-6.05, 3.32, -3.44)
C (-5.31, 2.56, -2.54)
C (-4.30, 3.22, -1.87)
N (-3.36, 2.77, -0.93)
H (2.66, 1.41, 2.20)
H (2.18, -0.22, 1.66)
H (1.15, 0.66, 2.81)
H (1.33, 3.08, 2.92)
H (-1.98, 5.47, 1.61)
H (-1.58, 2.01, -1.34)
H (-4.54, 6.37, -3.14)
H (-6.37, 5.22, -4.37)
H (-6.85, 2.85, -3.99)
H (-5.54, 1.51, -2.39)
H (-3.61, 2.08, -0.24)

Atomic partial charges in e from the Mulliken method, atoms 1 to 2: number 1, Mn, carries 2.239; number 2, O, carries -0.637

***

Molecular formula: C37H32BrN6O6RbS2
Method: DFT, ωB97M-V with the def2-TZVPD basis set

Results
charge = -2
E_HOMO = -1.81 eV
Kohn-Sham gap = 5.124 eV
calculated total energy = -5603.79372 Eh
molar mass = 886.21 g mol⁻¹
spin multiplicity = 1

Element x y z (Å)
Rb (-1.38, 1.55, 0.58)
C (2.47, -1.73, 0.87)
C (3.52, -0.77, 1.43)
C (3.46, -0.75, 2.96)
C (3.33, 0.60, 0.80)
C (3.94, 0.90, -0.42)
C (3.71, 2.10, -1.06)
C (2.87, 3.07, -0.51)
C (2.54, 4.33, -1.25)
C (2.28, 2.78, 0.71)
C (2.50, 1.57, 1.36)
H (2.56, -2.73, 1.32)
H (2.57, -1.83, -0.22)
H (1.46, -1.35, 1.06)
H (4.50, -1.13, 1.13)
H (2.46, -0.51, 3.31)
H (4.15, 0.00, 3.37)
H (3.73, -1.73, 3.36)
H (4.58, 0.15, -0.88)
H (4.16, 2.29, -2.03)
H (1.70, 4.14, -1.91)
H (3.39, 4.66, -1.86)
H (2.27, 5.13, -0.56)
H (1.59, 3.49, 1.16)
H (1.97, 1.38, 2.29)
S (-2.74, -7.24, 1.56)
N (-3.28, -6.22, 0.42)
C (-2.81, -5.02, 0.72)
C (-3.06, -3.80, -0.02)
C (-3.84, -3.74, -1.18)
C (-4.00, -2.54, -1.82)
C (-3.38, -1.40, -1.28)
N (-2.64, -1.45, -0.18)
C (-2.48, -2.62, 0.44)
C (-1.64, -2.61, 1.67)
N (-1.12, -1.44, 2.04)
C (-0.40, -1.37, 3.14)
C (-0.09, -2.49, 3.91)
C (-0.59, -3.71, 3.52)
C (-1.39, -3.78, 2.38)
C (-2.00, -5.02, 1.90)
N (-1.87, -6.20, 2.46)
H (-4.29, -4.65, -1.55)
H (-4.59, -2.45, -2.72)
H (-3.47, -0.43, -1.76)
H (-0.08, -0.37, 3.43)
H (0.52, -2.39, 4.80)
H (-0.39, -4.62, 4.08)
Br (-0.74, 6.09, 0.29)
C (-1.66, 5.53, 1.86)
C (-2.36, 6.47, 2.60)
C (-3.01, 6.00, 3.74)
C (-2.94, 4.66, 4.06)
C (-2.20, 3.81, 3.25)
N (-1.56, 4.25, 2.16)
C (-2.06, 2.32, 3.63)
O (-3.02, 1.85, 4.26)
O (-0.98, 1.78, 3.29)
H (-2.39, 7.50, 2.29)
H (-3.57, 6.70, 4.35)
H (-3.45, 4.24, 4.92)
C (2.62, -3.82, -4.85)
C (2.06, -2.57, -4.21)
C (1.38, -2.63, -3.00)
C (0.84, -1.49, -2.43)
C (0.95, -0.27, -3.08)
C (1.63, -0.19, -4.28)
C (2.18, -1.34, -4.84)
S (0.12, 1.16, -2.39)
O (0.42, 1.06, -0.96)
O (0.70, 2.33, -3.05)
N (-1.34, 0.82, -2.74)
C (-2.23, 1.88, -3.24)
C (-3.09, 2.43, -2.09)
O (-4.31, 2.15, -2.09)
O (-2.44, 3.07, -1.21)
H (2.53, -4.68, -4.18)
H (3.68, -3.70, -5.10)
H (2.09, -4.06, -5.78)
H (1.29, -3.59, -2.49)
H (0.32, -1.53, -1.48)
H (1.72, 0.78, -4.76)
H (2.71, -1.27, -5.78)
H (-2.90, 1.46, -3.99)
H (-1.67, 2.72, -3.68)

Atomic partial charges in e from the Mulliken method, atoms 1 to 2: number 1, Rb, carries 0.556; number 2, C, carries -1.053

***

> The highest calculated total energy belongs to which entry?

C37H32BINO14P